1.
This record from the OMol25 dataset describes 6 unconnected molecules or ions with the total composition C48H59ClF5N4O. The level of theory is ωB97M-V/def2-TZVPD.

Values from the calculation:
E_LUMO = -3.222 eV
HOMO level = -10.791 eV
Max |F| = 2.0 eV/Å
HOMO-LUMO gap = 7.57 eV
Energy relative to the best compared isomer or geometry (same formula, charge and spin) = 0.0 kcal per mole
Electronic energy = -3117.849793 Eh
Net charge = +1

CARTESIAN COORDINATES (ANGSTROEM)
C -0.236 3.473 0.662
C -0.449 4.483 -0.247
C -1.482 4.269 -1.345
N -2.671 3.607 -0.772
N -3.103 2.371 -1.145
C -4.174 2.085 -0.356
N -4.859 0.959 -0.365
C -4.514 -0.077 -1.335
C -3.350 -1.009 -0.900
C -2.395 -1.222 -2.090
C -1.346 -2.326 -1.841
C -1.109 -3.222 -3.078
C -0.972 -4.712 -2.692
C 0.443 -5.346 -2.750
C 1.630 -4.420 -2.597
O 1.547 -3.614 -1.444
C 2.823 -3.135 -1.021
C -5.959 0.763 0.590
C -5.569 0.143 1.937
C -4.229 0.623 2.502
C -5.581 -1.398 1.891
N -4.416 3.118 0.472
C -3.490 4.016 0.194
Cl -3.323 5.489 0.971
H -1.063 3.168 1.308
H 0.698 2.925 0.738
H 0.055 5.443 -0.177
H -1.031 3.553 -2.026
H -1.770 5.192 -1.845
H -2.688 1.765 -1.836
H -4.229 0.376 -2.290
H -5.401 -0.683 -1.500
H -2.799 -0.602 -0.052
H -3.764 -1.988 -0.671
H -1.901 -0.268 -2.334
H -3.008 -1.462 -2.964
H -1.711 -2.933 -1.011
H -0.413 -1.860 -1.527
H -1.986 -3.143 -3.725
H -0.262 -2.867 -3.664
H -1.414 -4.904 -1.716
H -1.577 -5.284 -3.401
H 0.552 -5.947 -3.652
H 0.494 -6.058 -1.920
H 1.719 -3.791 -3.500
H 2.533 -5.041 -2.592
H 2.968 -3.472 0.006
H 3.630 -3.480 -1.667
H 2.838 -2.044 -1.027
H -6.488 1.707 0.702
H -6.659 0.085 0.099
H -6.328 0.432 2.669
H -4.264 1.641 2.890
H -3.952 -0.020 3.340
H -3.418 0.536 1.775
H -6.445 -1.738 1.325
H -4.647 -1.756 1.459
H -5.623 -1.774 2.912
F -5.567 -3.460 -0.261
C -5.276 -4.709 0.184
C -6.002 -5.231 1.233
C -5.697 -6.510 1.679
C -4.676 -7.235 1.079
C -3.958 -6.684 0.026
C -4.261 -5.410 -0.432
H -6.789 -4.647 1.690
H -6.259 -6.940 2.497
H -4.440 -8.229 1.432
H -3.161 -7.246 -0.441
H -3.722 -4.964 -1.258
F 4.258 -0.828 0.495
C 5.133 -1.399 1.354
C 4.644 -2.155 2.400
C 5.545 -2.743 3.276
C 6.910 -2.562 3.100
C 7.377 -1.794 2.042
C 6.485 -1.208 1.156
H 3.575 -2.277 2.523
H 5.179 -3.344 4.098
H 7.609 -3.019 3.787
H 8.440 -1.648 1.906
H 6.828 -0.611 0.321
F 4.168 4.965 5.914
C 2.891 4.792 5.529
C 2.626 4.450 4.219
C 1.313 4.265 3.826
C 0.277 4.431 4.734
C 0.563 4.781 6.048
C 1.879 4.959 6.455
H 3.431 4.330 3.512
H 1.111 3.989 2.799
H -0.751 4.288 4.422
H -0.239 4.915 6.761
H 2.122 5.224 7.475
F 4.149 3.224 1.771
C 4.592 4.041 0.788
C 5.167 5.248 1.132
C 5.626 6.077 0.119
C 5.495 5.698 -1.210
C 4.903 4.483 -1.530
C 4.452 3.639 -0.525
H 5.255 5.527 2.173
H 6.089 7.022 0.370
H 5.853 6.349 -1.996
H 4.798 4.187 -2.566
H 3.999 2.682 -0.751
F 4.363 2.902 -4.989
C 3.524 1.894 -4.690
C 2.166 2.145 -4.640
C 1.302 1.101 -4.341
C 1.801 -0.169 -4.084
C 3.170 -0.393 -4.127
C 4.041 0.640 -4.438
H 1.799 3.144 -4.840
H 0.234 1.280 -4.313
H 1.126 -0.982 -3.847
H 3.559 -1.381 -3.920
H 5.110 0.480 -4.489

Forces on atoms 1 to 6 (eV/Å):
-0.333 0.608 -0.520
-0.132 -0.802 0.546
-0.735 0.706 1.709
0.643 0.800 -0.623
-0.941 -0.726 0.346
0.056 0.141 0.301


2.
This record from the OMol25 dataset describes a molecular structure, C48H59N6O2PSSr. The level of theory is ωB97M-V/def2-TZVPD.

Values from the calculation:
E_LUMO = 0.191 eV
HOMO level = -7.908 eV
Max |F| = 2.2 eV/Å
HOMO-LUMO gap = 8.10 eV
Energy relative to the best compared isomer or geometry (same formula, charge and spin) = 11.2 kcal per mole
Electronic energy = -3113.961886 Eh

CARTESIAN COORDINATES (ANGSTROEM)
Sr -0.084 0.254 0.638
C -5.061 1.970 -0.774
C -3.814 1.105 -0.974
C -4.200 -0.322 -1.355
C -2.879 1.761 -1.978
C -3.263 1.812 -3.315
C -2.528 2.530 -4.243
C -1.409 3.231 -3.823
C -0.987 3.200 -2.497
C 0.196 4.036 -2.048
C -0.283 5.380 -1.487
C 1.231 4.273 -3.145
C -1.707 2.427 -1.573
N -1.273 2.268 -0.225
C -1.921 3.039 0.659
O -2.726 3.949 0.450
C -1.695 2.647 2.120
C -2.203 3.404 3.164
C -2.045 2.927 4.456
C -1.422 1.703 4.681
C -0.959 0.997 3.588
N -1.089 1.482 2.347
C -0.413 -0.430 3.732
O 0.012 -0.771 4.845
N -0.539 -1.145 2.613
C -0.405 -2.555 2.685
C 0.829 -3.194 2.506
C 0.893 -4.583 2.559
C -0.249 -5.343 2.748
C -1.475 -4.702 2.854
C -1.577 -3.315 2.810
C -2.966 -2.699 2.900
C -3.255 -2.115 4.284
C -3.310 -1.693 1.795
C 2.090 -2.393 2.247
C 2.947 -2.972 1.125
C 2.910 -2.231 3.530
H -5.724 1.520 -0.031
H -4.785 2.969 -0.437
H -5.618 2.065 -1.711
H -3.296 1.060 -0.014
H -4.719 -0.354 -2.317
H -3.316 -0.957 -1.422
H -4.867 -0.750 -0.603
H -4.173 1.312 -3.628
H -2.840 2.568 -5.279
H -0.854 3.815 -4.546
H 0.676 3.492 -1.230
H -0.735 5.972 -2.288
H -1.030 5.247 -0.705
H 0.560 5.948 -1.084
H 0.840 4.925 -3.930
H 2.107 4.771 -2.725
H 1.569 3.347 -3.613
H -2.721 4.324 2.933
H -2.433 3.496 5.292
H -1.307 1.277 5.668
H 1.848 -5.078 2.440
H -0.188 -6.423 2.798
H -2.380 -5.289 2.974
H -3.648 -3.545 2.762
H -2.533 -1.340 4.549
H -4.256 -1.679 4.312
H -3.196 -2.887 5.053
H -2.911 -0.701 2.009
H -2.913 -2.013 0.826
H -4.396 -1.606 1.704
H 1.768 -1.386 1.966
H 3.329 -3.959 1.390
H 2.393 -3.071 0.189
H 3.811 -2.330 0.945
H 3.318 -3.197 3.841
H 3.752 -1.551 3.369
H 2.284 -1.853 4.340
C -3.218 -3.302 -3.690
N -2.023 -2.804 -3.042
C -1.614 -3.171 -1.823
N -2.302 -4.145 -1.206
S -0.272 -2.480 -1.059
H -3.290 -2.852 -4.676
H -4.118 -3.036 -3.130
H -3.173 -4.385 -3.818
H -1.525 -2.028 -3.445
H -3.164 -4.514 -1.567
H -2.023 -4.380 -0.266
C 1.313 0.424 -3.180
P 2.243 0.227 -1.613
C 3.375 1.666 -1.676
C 4.250 1.859 -2.746
C 5.080 2.966 -2.789
C 5.056 3.893 -1.751
C 4.199 3.708 -0.679
C 3.360 2.599 -0.645
C 3.389 -1.140 -2.024
C 2.991 -2.208 -2.824
C 3.849 -3.277 -3.053
C 5.114 -3.291 -2.488
C 5.520 -2.229 -1.688
C 4.662 -1.167 -1.455
H 0.647 -0.431 -3.301
H 1.980 0.495 -4.041
H 0.692 1.318 -3.119
H 4.286 1.133 -3.551
H 5.751 3.106 -3.627
H 5.709 4.757 -1.782
H 4.176 4.424 0.132
H 2.702 2.457 0.204
H 2.000 -2.226 -3.255
H 3.521 -4.102 -3.672
H 5.782 -4.123 -2.669
H 6.505 -2.231 -1.240
H 4.989 -0.344 -0.829
C 2.564 1.140 4.723
C 2.315 1.144 3.282
N 2.055 1.077 2.167
H 2.495 2.156 5.106
H 3.557 0.740 4.916
H 1.808 0.507 5.191

Forces on atoms 1 to 6 (eV/Å):
0.842 -1.052 -1.705
-0.032 0.044 -0.038
0.065 0.006 0.050
-0.051 -0.011 -0.062
-0.119 0.031 -0.071
0.003 0.020 0.048


> Look up the energy relative to the best compared isomer or geometry (same formula, charge and spin) of the second one.

11.2 kcal per mole